[1]
DFT (ωB97M-V/def2-TZVPD) results for an isolated molecule of C18H20F3N3O4S.

Total charge: 0
HOMO-LUMO gap: 0.33703 Ha
Maximum force: 0.08530 hartree/bohr
SMILES: CS(=O)(=O)C1(CCNC(=O)COc2cccc(-c3cc(C(F)(F)F)[nH]n3)c2)CC1
ΔE to the lowest compared entry with this formula, charge and spin: 464.18 kJ/mol

```
49
Properties=species:S:1:pos:R:3:forces:R:3
O -1.271 -1.230 3.162 -0.8449 -2.2339 -1.3211
O 3.714 -2.703 -0.432 -1.4592 -0.2858 1.1122
O 2.031 -3.711 -1.911 0.0014 0.6708 2.4414
F -3.059 2.180 -5.444 1.9773 -2.0950 -1.1474
F -2.187 -0.042 -5.453 -1.0846 1.7338 -0.9061
F -0.873 1.592 -5.948 -1.0824 0.7942 -0.2318
N -2.476 0.964 -1.586 -0.1132 0.1946 -0.9562
O -0.791 2.137 3.542 -0.8553 -0.5957 -0.3797
C -0.544 -0.273 3.258 -1.0310 -1.5943 0.6201
C -1.442 1.749 -1.488 1.8868 0.4078 -3.2845
C -0.963 2.055 -2.896 1.4902 0.5912 2.3424
C -1.727 1.374 -3.765 -1.2349 0.5729 2.4947
C 0.990 3.639 0.778 -0.7528 -0.5857 -2.0193
C 0.535 3.209 2.019 1.3027 1.0755 0.0656
C 0.376 3.031 -0.364 -0.1382 0.3629 0.8617
C -1.231 1.894 1.016 0.7597 -0.4245 1.9182
C -0.535 2.401 2.189 -1.5335 -1.6158 -1.4448
C -0.717 2.141 -0.279 -0.4067 1.2915 2.0980
N -2.665 0.837 -2.916 -2.6170 -2.9275 -0.9155
N 0.804 -0.462 3.205 0.5444 4.0791 0.9131
C -1.961 1.316 -5.239 0.0581 -0.8748 2.1422
C -1.386 0.836 3.798 2.4881 1.4344 0.2982
C 1.357 -1.379 2.289 0.2254 -3.7980 -0.4910
C 1.749 -0.861 0.871 0.6086 -2.3922 0.0694
C -0.419 -1.988 -0.459 0.9794 1.5651 2.1025
C 0.432 -1.143 -1.393 0.4355 -1.1818 -0.1510
C 1.864 -4.475 0.623 0.6078 0.9447 -0.1799
C 1.151 -1.895 -0.200 -0.0534 2.5957 -0.6343
S 2.338 -3.179 -0.549 -0.2106 -1.3647 -4.1632
H -0.099 2.651 -3.111 0.0743 0.1268 -0.2473
H 1.728 4.459 0.584 -0.5408 -1.1597 0.5936
H 0.985 3.424 2.968 0.5659 0.7990 0.1416
H 0.637 3.283 -1.374 0.5635 0.4245 -0.0160
H -2.069 1.219 1.210 0.0915 0.2879 -0.4944
H -3.400 0.150 -3.212 1.1264 1.1190 0.4770
H 1.387 0.394 3.444 -0.9983 -1.5422 -0.6720
H -1.375 0.507 4.858 -0.1436 1.3949 -0.1491
H -2.386 0.754 3.433 -0.4391 -0.0760 -0.4014
H 2.163 -1.926 2.820 0.3093 0.7564 -0.4921
H 0.663 -2.340 2.178 0.6440 2.6042 0.2236
H 2.886 -0.727 0.758 -1.7462 -0.4534 0.0213
H 1.312 0.079 0.661 -0.6773 1.0844 0.0247
H -1.039 -1.357 0.298 1.1021 -1.5130 -1.1855
H -0.800 -3.013 -0.652 0.2681 1.0999 -0.4509
H 0.529 -0.054 -1.294 -0.5881 -0.5678 0.3591
H 0.478 -1.395 -2.465 0.4396 -0.5058 0.7802
H 1.716 -3.930 1.555 0.0216 -0.5797 0.1811
H 0.969 -4.947 0.252 -0.4611 0.2293 -0.0967
H 2.622 -5.244 0.663 0.4408 0.1268 0.1494
```
Forces are in eV/Å.

Mulliken atomic charge list, values in e, 5 entries:
1. O -0.611
2. O -0.675
3. O -0.711
4. F -0.223
5. F -0.259

[2]
DFT (ωB97M-V/def2-TZVPD) results for C18H20KN3O3S2 as an isolated structure.

Total charge: -2
HOMO-LUMO gap: 0.13070 Ha
Maximum force: 0.01993 hartree/bohr
ΔE to the lowest compared entry with this formula, charge and spin: 115.43 kJ/mol

```
47
Properties=species:S:1:pos:R:3:forces:R:3
K -0.637 0.423 -0.191 -0.8074 0.5242 -0.3517
O 4.612 -0.707 2.429 -0.0938 0.0115 0.0030
C 3.705 -0.671 3.449 0.0346 -0.0128 -0.0262
C 4.179 -0.664 4.762 -0.0483 0.0103 -0.0170
C 3.312 -0.623 5.840 0.0574 -0.0015 0.0559
C 1.945 -0.586 5.615 0.0212 -0.0011 -0.0250
C 1.482 -0.593 4.309 0.0319 0.0023 -0.0395
C 2.326 -0.640 3.200 -0.0955 0.0055 -0.1185
C 1.618 -0.662 1.841 0.3038 -0.2043 0.3347
O 0.373 -0.577 1.867 0.3805 -0.0769 0.3437
N 2.437 -0.787 0.791 -0.4115 -0.0413 -0.3027
N 1.682 -0.865 -0.359 0.4805 0.0054 0.3362
C 2.301 -0.742 -1.464 -0.1820 -0.0703 -0.1600
C 1.518 -0.715 -2.721 0.1554 -0.0040 0.1315
C 2.156 -0.496 -3.942 -0.1814 -0.0093 0.0098
C 1.377 -0.365 -5.082 0.0363 0.0007 0.0366
C 0.000 -0.429 -4.970 -0.1077 0.0029 -0.0285
C -0.556 -0.653 -3.713 0.0505 0.0330 -0.0357
N 0.184 -0.824 -2.628 0.1338 0.0028 0.0583
H 5.487 -0.686 2.826 0.0764 -0.0039 0.0332
H 5.254 -0.692 4.924 -0.0037 0.0026 0.0337
H 3.709 -0.618 6.849 -0.0046 0.0004 -0.0111
H 1.247 -0.549 6.441 0.0095 0.0006 0.0100
H 0.423 -0.561 4.087 -0.0070 -0.0017 -0.0051
H 3.381 -0.575 -1.502 -0.0120 -0.0445 -0.0383
H 3.233 -0.405 -3.983 0.0190 -0.0085 0.0223
H 1.848 -0.186 -6.043 -0.0246 -0.0001 -0.0045
H -0.651 -0.287 -5.823 0.0412 0.0090 -0.0185
H -1.630 -0.658 -3.543 -0.0072 -0.0002 -0.0457
C -5.442 2.050 -0.894 -0.0934 0.1045 0.0391
C -3.956 1.889 -1.195 -0.0726 -0.4840 -0.0526
S -3.511 0.161 -1.367 0.1574 0.2816 -0.0540
C -3.175 2.985 -1.299 0.4023 0.1734 -0.0325
C -3.782 4.364 -1.131 -0.1061 0.0947 -0.0056
S -1.414 3.104 -1.594 -0.2362 -0.2315 0.0167
H -5.888 1.067 -0.763 0.0012 -0.0057 0.0046
H -5.984 2.557 -1.704 0.0201 -0.0067 -0.0203
H -5.625 2.629 0.020 0.0112 0.0101 0.0073
H -4.871 4.389 -1.236 0.0046 -0.0144 0.0036
H -3.348 5.040 -1.870 -0.0070 -0.0066 -0.0159
H -3.531 4.788 -0.150 0.0146 -0.0339 0.0221
C -0.979 -3.217 0.331 -0.0100 -0.0307 -0.0392
O -0.957 -3.348 -1.081 -0.0782 -0.0776 -0.0248
H -1.084 -4.225 0.742 0.0139 0.0172 0.0110
H -1.827 -2.615 0.676 -0.0002 0.0092 -0.0447
H -0.061 -2.766 0.709 0.0011 0.0132 0.0362
H -0.877 -2.461 -1.458 0.1324 0.0559 -0.0323
```
Forces are in eV/Å.

Mulliken atomic charge list, values in e, 5 entries:
1. K 0.867
2. O -0.479
3. C 1.202
4. C -0.852
5. C -0.394

[3]
DFT (ωB97M-V/def2-TZVPD) results for an isolated molecule of C18H20N2O4.

Total charge: 0
HOMO-LUMO gap: 0.33159 Ha
Maximum force: 0.02439 hartree/bohr
SMILES: N[C@@H](Cc1ccccc1)C(=O)N[C@@H](Cc1ccc(O)cc1)C(=O)O
ΔE to the lowest compared entry with this formula, charge and spin: 20.55 kJ/mol

```
44
Properties=species:S:1:pos:R:3:forces:R:3
C 1.980 -0.724 0.563 0.0082 0.4046 -0.2297
C 0.478 -0.566 0.321 -0.6844 -0.6358 -0.4054
C 2.726 -0.397 -0.745 -0.5976 0.1493 -1.0888
C 4.210 -0.177 -0.576 0.1832 -0.4225 0.1948
C 5.076 -1.253 -0.293 -0.9074 -0.3716 -0.1100
C 4.741 1.104 -0.659 0.5743 -0.3918 0.1356
C 6.424 -1.031 -0.107 0.5680 -0.3410 0.2174
C 6.112 1.324 -0.478 -0.1423 0.4201 -0.0452
C 6.950 0.259 -0.199 -0.5856 -0.1898 -0.1657
C -1.412 0.952 0.075 -0.0446 -0.4846 -0.1967
C -1.546 2.441 -0.127 0.4793 0.5930 0.0476
C -2.414 0.428 1.145 0.2328 -0.9993 -0.0121
C -3.737 -0.023 0.562 0.1359 0.0564 -0.0168
C -4.913 0.694 0.745 -0.1467 -0.5595 -0.4693
C -3.784 -1.192 -0.202 0.2892 -0.2446 -0.0866
C -6.112 0.256 0.190 0.0707 -0.0135 0.0301
C -4.974 -1.644 -0.760 0.3647 0.3810 0.3282
C -6.137 -0.916 -0.560 -0.2720 0.1054 0.0611
H 2.051 -2.121 2.016 0.2783 -0.1735 -0.9786
H 1.687 -2.714 0.512 0.4309 0.4570 0.4044
H 2.298 0.004 1.312 0.0009 -0.0020 0.1093
H 2.279 0.520 -1.215 0.3396 -0.6887 0.4348
H 2.502 -1.232 -1.459 0.3092 0.5646 0.5168
H 4.630 -2.265 -0.208 0.4952 0.7921 -0.0483
H 4.082 1.921 -0.869 -0.2184 0.4235 -0.1069
H 7.091 -1.874 0.132 -0.3749 0.4561 -0.1853
H 6.529 2.340 -0.553 -0.2906 -0.5357 0.0211
H 7.999 0.423 -0.080 0.5088 0.0560 0.1250
H 0.539 1.470 0.605 0.5377 0.5991 0.1688
H -1.624 0.440 -0.885 -0.0414 0.2449 0.3994
H -2.551 1.176 1.916 -0.1003 0.2437 0.1793
H -1.929 -0.453 1.637 -0.3157 0.7482 -0.4780
H -4.904 1.610 1.293 0.0439 0.4666 0.3751
H -2.852 -1.759 -0.362 -0.5000 0.2732 0.1082
H -7.028 0.828 0.347 0.1699 -0.1224 -0.0521
H -5.007 -2.549 -1.333 -0.0352 -0.2771 -0.2082
H -8.015 -0.793 -0.912 0.1810 -0.2086 -0.0773
H -2.776 3.756 -0.652 0.0605 0.1514 0.0270
N 2.311 -2.055 1.012 -0.6605 -0.5914 0.8869
N -0.038 0.681 0.435 -0.3652 -0.6550 -0.1131
O -0.224 -1.532 -0.004 0.5976 0.8501 0.2831
O -0.659 3.246 0.072 -0.5088 -0.5285 -0.1038
O -7.291 -1.402 -1.118 -0.0655 0.2806 0.1287
O -2.769 2.797 -0.537 -0.0028 -0.2800 -0.0049
```
Forces are in eV/Å.

Mulliken atomic charge list, values in e, 5 entries:
1. C -0.088
2. C 0.334
3. C -0.965
4. C 0.419
5. C -0.246

- What is the formula in the second record?
  C18H20KN3O3S2